Model i:
Here is an isolated molecule of C5H7N from the Open Molecules 2025 dataset. Energies are from the ωB97M-V functional and the def2-TZVPD basis.

Gap between HOMO and LUMO (spin up / spin down)   7.14 / 7.14 eV
E_HOMO (spin up / spin down)   -0.24356 / -0.24353 hartree

ORCA input file:
```
! RIJCOSX wB97M-V def2-TZVPD def2/J DEFGRID3
* xyz 0 1
C -1.53004 -0.92901 0.70033
C -0.95879 0.11476 -0.09948
N -0.38720 1.23322 0.25636
C 0.83246 1.30594 -0.35624
C 1.70319 0.24316 -0.40184
C 2.44820 -0.69683 -0.44761
H -1.73295 -0.48120 1.66322
H -2.34789 -1.45972 0.20530
H -0.73699 -1.67567 0.83908
H -0.94396 -0.14877 -1.12492
H -0.59234 1.63806 1.15755
H 1.08559 2.22013 -0.83043
H 3.22560 -1.39389 -0.31777
*
```

***

Model ii:
Here is an isolated molecule of C5H7N from the Open Molecules 2025 dataset. Energies are from the ωB97M-V functional and the def2-TZVPD basis.

Gap between HOMO and LUMO   8.22 eV
E_HOMO   -0.26870 hartree

ORCA input file:
```
! RIJCOSX wB97M-V def2-TZVPD def2/J DEFGRID3
* xyz 0 1
C 1.36627 -0.01275 0.83387
C 0.70023 0.72148 -0.30264
C 0.58970 -0.78383 -0.17541
C -1.47500 -0.04073 -1.24644
N -0.85185 -0.67569 0.04327
C -0.81323 0.79229 -0.18184
H 2.44303 -0.11424 0.71440
H 1.03643 0.04585 1.86952
H 1.26975 1.27251 -1.04095
H 0.94948 -1.54275 -0.85789
H -2.55445 -0.05109 -1.02154
H -1.34181 -1.06614 0.84261
H -1.31855 1.45509 0.52302
*
```

***

Model iii:
Here is an isolated molecule of C5H7N from the Open Molecules 2025 dataset. Energies are from the ωB97M-V functional and the def2-TZVPD basis.

Gap between HOMO and LUMO   9.19 eV
E_HOMO   -0.29755 hartree

ORCA input file:
```
! RIJCOSX wB97M-V def2-TZVPD def2/J DEFGRID3
* xyz 0 1
C 1.95434 0.00438 -0.02721
C 0.45246 -0.00889 -0.00086
C -0.40137 1.10850 0.23460
C -1.70017 0.67058 0.16202
N -1.67066 -0.67043 -0.10618
C -0.36940 -1.09212 -0.20758
H 2.39116 -0.51217 0.83485
H 2.34640 -0.47578 -0.93030
H 2.33007 1.03211 -0.01370
H -0.08282 2.12524 0.43028
H -2.63685 1.19978 0.27145
H -2.48007 -1.25628 -0.22182
H -0.13308 -2.12491 -0.42555
*
```

***

Model iv:
Here is an isolated molecule of C5H7N from the Open Molecules 2025 dataset. Energies are from the ωB97M-V functional and the def2-TZVPD basis.

Gap between HOMO and LUMO   10.13 eV
E_HOMO   -0.33145 hartree

ORCA input file:
```
! RIJCOSX wB97M-V def2-TZVPD def2/J DEFGRID3
* xyz 0 1
C -2.35642 -0.76750 0.31968
C -1.19405 -0.89869 0.61719
C 0.23349 -1.11755 0.63347
N 1.33371 -0.26001 1.02905
C 0.94390 -0.14157 -0.34980
C 0.40201 1.22916 -0.85771
H -3.39578 -0.59331 0.15709
H 0.49000 -2.15543 0.90768
H 1.14243 0.53301 1.62722
H 1.55534 -0.64286 -1.09464
H 0.56445 2.04272 -0.12458
H 0.94806 1.55686 -1.76059
H -0.66714 1.21516 -1.10406
*
```

***

We find model iii to be the most stable, with the next structure 340.1 kJ/mol higher.

***

Model i:
Here is an isolated molecule of C5H7N from the Open Molecules 2025 dataset. Energies are from the ωB97M-V functional and the def2-TZVPD basis.

Gap between HOMO and LUMO   8.83 eV
E_HOMO   -0.31370 hartree

ORCA input file:
```
! RIJCOSX wB97M-V def2-TZVPD def2/J DEFGRID3
* xyz 0 1
C 0.56724 -0.97917 0.13995
C 1.04787 0.18246 -0.76858
C 0.23911 1.41050 -0.63374
C -0.71817 1.09235 0.43918
N -1.68922 0.09050 -0.05804
C -0.64204 -0.37267 0.81686
H 1.32875 -1.28240 0.86658
H 0.30683 -1.87111 -0.44404
H 1.38015 -0.06760 -1.77092
H 1.92137 0.71327 -0.34480
H -1.15791 1.85961 1.06837
H -1.51692 -0.15185 -1.03470
H -0.97605 -0.71624 1.79303
*
```

***

Model ii:
Here is an isolated molecule of C5H7N from the Open Molecules 2025 dataset. Energies are from the ωB97M-V functional and the def2-TZVPD basis.

Gap between HOMO and LUMO   8.51 eV
E_HOMO   -0.29632 hartree

ORCA input file:
```
! RIJCOSX wB97M-V def2-TZVPD def2/J DEFGRID3
* xyz 0 1
C -1.54378 -0.62502 0.79900
C -1.31797 0.31706 -0.39924
N 0.00899 0.94560 -0.21410
C 0.94910 0.44558 -0.98876
C 2.23098 0.27252 -0.41415
C 3.25870 -0.21477 0.02659
H -0.62673 -1.19574 1.01032
H -1.81247 -0.06854 1.70476
H -2.34175 -1.33308 0.56308
H -2.15621 1.00232 -0.57901
H 0.20801 1.29562 0.73036
H -1.13608 -0.29974 -1.27034
H 4.19298 -0.60660 0.36362
*
```

***

Model iii:
Here is an isolated molecule of C5H7N from the Open Molecules 2025 dataset. Energies are from the ωB97M-V functional and the def2-TZVPD basis.

Gap between HOMO and LUMO   10.32 eV
E_HOMO   -0.33837 hartree

ORCA input file:
```
! RIJCOSX wB97M-V def2-TZVPD def2/J DEFGRID3
* xyz 0 1
C -0.92925 2.42858 -0.63126
C -0.39459 1.35755 -0.77274
C 0.28855 0.11685 -1.07298
N -0.43102 -1.16565 -1.03638
C 0.60367 -0.91109 -0.04086
C 0.32771 -0.75652 1.43511
H -1.39456 3.38455 -0.52738
H 0.96973 0.20290 -1.91678
H -1.35904 -1.00082 -0.65295
H 1.50833 -1.48093 -0.24883
H -0.64684 -0.30235 1.64123
H 0.35856 -1.73881 1.92069
H 1.09875 -0.13429 1.90314
*
```

***

We find model iii to be the most stable, with the next structure 127.5 kJ/mol higher.

***

Model i:
Here is a cluster of 2 separate species, C5H6BrN in total from the Open Molecules 2025 dataset. Energies are from the ωB97M-V functional and the def2-TZVPD basis.

Gap between HOMO and LUMO   9.51 eV
E_HOMO   -0.32196 hartree

ORCA input file:
```
! RIJCOSX wB97M-V def2-TZVPD def2/J DEFGRID3
* xyz 0 1
C -0.29709 2.70093 -0.73382
C -0.23988 -0.95343 0.33396
C 0.62046 0.00060 0.17067
C -0.15055 2.00009 0.50065
C 0.01002 -2.39672 0.03888
N -1.42878 2.36446 -0.16809
Br 2.33670 -0.05894 -0.42339
H 0.02787 3.04367 -1.69885
H -1.38522 -0.85139 0.53068
H 0.29814 2.40841 1.34547
H -0.75485 -2.84180 -0.58323
H 1.02101 -2.58464 -0.26546
H -0.05783 -2.83123 0.95253
*
```

***

Model ii:
Here is an isolated molecule of C5H6BrN from the Open Molecules 2025 dataset. Energies are from the ωB97M-V functional and the def2-TZVPD basis.

Gap between HOMO and LUMO   10.54 eV
E_HOMO   -0.37549 hartree

ORCA input file:
```
! RIJCOSX wB97M-V def2-TZVPD def2/J DEFGRID3
* xyz 0 1
N -2.18496 1.88199 -0.92506
C -1.19577 1.24783 -0.84491
C 0.07390 0.68039 -1.14325
C 0.61668 -0.63799 -0.16588
Br 1.55711 -2.00202 -1.38228
C 0.76056 -0.26729 1.17212
C -0.63070 -0.85912 0.72641
H 0.36972 1.44164 -0.40382
H 0.61844 0.63182 -2.09584
H 1.01387 0.74060 1.43686
H 1.22832 -0.89514 1.95789
H -0.94758 -1.83603 1.23232
H -1.27959 -0.12667 0.43545
*
```

***

We find model ii to be the most stable, with the next structure 144.2 kJ/mol higher.

***

Model i:
Here is an isolated molecule of C2H5N from the Open Molecules 2025 dataset. Energies are from the ωB97M-V functional and the def2-TZVPD basis.

Gap between HOMO and LUMO   9.57 eV
E_HOMO   -0.30541 hartree

ORCA input file:
```
! RIJCOSX wB97M-V def2-TZVPD def2/J DEFGRID3
* xyz 0 1
C 0.12647 0.95137 -0.79498
C 0.40266 0.10711 0.19934
N -0.40096 -0.97728 0.55415
H -0.84456 0.85626 -1.27448
H 0.87626 1.65673 -1.12762
H 1.23089 0.24210 0.88469
H -1.26407 -1.01971 0.03667
H -0.45119 -1.15692 1.54479
*
```

***

Model ii:
Here is an isolated molecule of C2H5N from the Open Molecules 2025 dataset. Energies are from the ωB97M-V functional and the def2-TZVPD basis.

Gap between HOMO and LUMO   11.34 eV
E_HOMO   -0.37039 hartree

ORCA input file:
```
! RIJCOSX wB97M-V def2-TZVPD def2/J DEFGRID3
* xyz 0 1
C 0.76122 -0.15746 -0.09873
C -0.77421 -0.19810 -0.11696
N 0.07350 0.99349 -0.19569
H 0.87269 -0.69608 0.90451
H 1.72393 -0.61608 -0.77819
H -1.42267 -0.35610 0.71820
H -1.35210 -0.26878 -1.08721
H 0.11764 1.29912 0.65407
*
```

***

Model iii:
Here is an isolated molecule of C2H5N from the Open Molecules 2025 dataset. Energies are from the ωB97M-V functional and the def2-TZVPD basis.

Gap between HOMO and LUMO   11.02 eV
E_HOMO   -0.35819 hartree

ORCA input file:
```
! RIJCOSX wB97M-V def2-TZVPD def2/J DEFGRID3
* xyz 0 1
C -0.79785 0.93732 -0.41112
N -0.24137 -0.14509 -0.73082
C 0.62920 -0.76906 0.25089
H -1.51012 1.36779 -1.09453
H -0.59202 1.44376 0.54005
H 1.54688 -1.05047 -0.26024
H 0.15517 -1.68267 0.60553
H 0.81010 -0.10158 1.10024
*
```

***

Model iv:
Here is an isolated molecule of C2H5N from the Open Molecules 2025 dataset. Energies are from the ωB97M-V functional and the def2-TZVPD basis.

Gap between HOMO and LUMO   10.86 eV
E_HOMO   -0.35014 hartree

ORCA input file:
```
! RIJCOSX wB97M-V def2-TZVPD def2/J DEFGRID3
* xyz 0 1
C -0.09523 -0.51012 0.62701
C 0.00171 0.74330 -0.13080
N -0.21204 -0.55794 -0.80075
H -0.96269 -0.75753 1.17622
H 0.62923 -0.90998 1.08912
H 0.89986 1.42843 -0.31984
H -0.85268 1.37234 -0.33609
H 0.59184 -0.80851 -1.30487
*
```

***

We find model i to be the most stable, with the next structure 21.5 kJ/mol higher.

***

Model i:
Here is a cluster of 3 separate species, C4H13N2 in total from the Open Molecules 2025 dataset. Energies are from the ωB97M-V functional and the def2-TZVPD basis.

Gap between HOMO and LUMO   4.43 eV
E_HOMO   -0.48211 hartree

ORCA input file:
```
! RIJCOSX wB97M-V def2-TZVPD def2/J DEFGRID3
* xyz 1 1
C 3.23310 -0.61251 -1.41717
N -2.04334 -0.00747 -0.61041
C -3.00482 -0.54770 0.29540
C 1.98537 -0.16267 -1.03511
N 0.30683 -0.17281 1.00370
C 0.37225 1.24891 1.18596
H 4.04815 -0.82407 -0.62681
H 3.61806 -0.43851 -2.46384
H -1.90166 -0.71064 -1.45418
H -4.01473 -0.63193 -0.09324
H -3.03755 0.02246 1.19334
H -2.72996 -1.70740 0.50777
H 1.38909 -0.41154 -0.13443
H 1.49213 0.61987 -1.60201
H -1.16748 -0.13084 -0.18411
H 0.48407 -0.73563 1.85208
H -0.04668 1.72073 0.25558
H 1.38460 1.82417 1.17242
H -0.36741 1.65758 2.15507
*
```

***

Model ii:
Here is the ion C4H13N2 with charge +1 from the Open Molecules 2025 dataset. Energies are from the ωB97M-V functional and the def2-TZVPD basis.

Gap between HOMO and LUMO   11.18 eV
E_HOMO   -0.51645 hartree

ORCA input file:
```
! RIJCOSX wB97M-V def2-TZVPD def2/J DEFGRID3
* xyz 1 1
C 0.40984 2.18321 -0.99581
N -0.30981 1.07382 -0.35355
C -0.25158 -0.25095 -1.09676
C -0.75393 -1.29495 -0.12826
C 0.28090 -1.71223 0.90045
N 0.50897 -0.51048 1.79215
H 1.44500 1.92420 -1.12627
H 0.40909 3.10036 -0.40797
H -0.08831 2.43347 -1.93187
H -1.29840 1.29260 -0.25753
H 0.00785 0.81644 0.61605
H -0.87503 -0.11670 -1.97550
H 0.77086 -0.46684 -1.37385
H -1.16014 -2.17302 -0.64001
H -1.65142 -0.93829 0.38330
H 1.22469 -1.95353 0.45090
H -0.16313 -2.47367 1.53045
H 0.00107 -0.58376 2.66095
H 1.49348 -0.34965 1.95312
*
```

***

Model iii:
Here is the ion C4H13N2 with charge +1 from the Open Molecules 2025 dataset. Energies are from the ωB97M-V functional and the def2-TZVPD basis.

Gap between HOMO and LUMO   11.69 eV
E_HOMO   -0.53224 hartree

ORCA input file:
```
! RIJCOSX wB97M-V def2-TZVPD def2/J DEFGRID3
* xyz 1 1
C -0.46307 -0.74493 -1.56279
N -0.55121 -0.02557 -0.28038
C -2.04248 -0.36521 0.09939
C 0.55866 -0.50341 0.66108
C 1.79081 0.32882 0.65221
N 1.23038 1.77716 0.61336
H 0.51551 -1.04741 -1.63551
H -1.04424 -1.62456 -1.62406
H -0.81220 -0.05163 -2.33424
H -0.50668 1.07559 -0.37487
H -2.11910 -1.43804 0.29192
H -2.29657 0.18885 0.99427
H -2.68279 -0.01183 -0.72598
H 0.74536 -1.49474 0.32739
H 0.10575 -0.58109 1.68341
H 2.29649 0.22443 -0.28559
H 2.45442 -0.01319 1.45508
H 0.76078 1.92507 1.52238
H 2.06019 2.38166 0.52294
*
```

***

We find model ii to be the most stable, with the next structure 111.9 kJ/mol higher.

***

Model i:
Here is the ion C4H13N2 with charge +1 from the Open Molecules 2025 dataset. Energies are from the ωB97M-V functional and the def2-TZVPD basis.

Gap between HOMO and LUMO   10.23 eV
E_HOMO   -0.49272 hartree

ORCA input file:
```
! RIJCOSX wB97M-V def2-TZVPD def2/J DEFGRID3
* xyz 1 1
C -2.05781 1.41047 -0.28628
N -0.91719 0.60241 -0.83169
C -0.07672 -0.06251 0.24584
C 0.84580 0.99043 0.82023
C 0.68030 -1.22374 -0.38547
N 1.59744 -1.78261 0.58026
H -2.38355 2.14020 -1.00197
H -2.82460 0.70302 0.01642
H -1.72681 1.87447 0.62931
H -0.24638 1.19361 -1.32185
H -1.28100 -0.10747 -1.46506
H -0.77646 -0.45700 0.94390
H 1.35110 0.64653 1.71731
H 1.67884 1.11314 0.11733
H 0.40614 1.95081 1.07991
H 1.25376 -0.84600 -1.24004
H -0.03159 -1.94000 -0.80600
H 2.46127 -2.06625 0.14758
H 1.21245 -2.51416 1.15535
*
```

***

Model ii:
Here is a cluster of 2 separate species, C4H13N2 in total from the Open Molecules 2025 dataset. Energies are from the ωB97M-V functional and the def2-TZVPD basis.

Gap between HOMO and LUMO   11.17 eV
E_HOMO   -0.51924 hartree

ORCA input file:
```
! RIJCOSX wB97M-V def2-TZVPD def2/J DEFGRID3
* xyz 1 1
C -0.27702 0.95270 1.85368
N -0.89673 0.50430 0.57513
C -2.10225 -0.34413 0.79816
H 0.55168 1.62010 1.61559
H -1.00002 1.50760 2.44185
H 0.13529 0.08381 2.35619
H -0.16551 0.00694 -0.00489
H -1.18678 1.33318 0.05696
H -1.78235 -1.27885 1.24678
H -2.55470 -0.57991 -0.16108
H -2.79834 0.22225 1.40702
C 1.90526 0.37875 -1.16909
C 0.97182 -1.65133 -1.84972
N 1.06035 -0.79992 -0.91902
H 2.41658 0.67571 -0.26010
H 1.28252 1.21622 -1.48976
H 2.62652 0.16701 -1.95927
H 0.53740 -2.63117 -1.67119
H 1.27628 -1.38328 -2.86726
*
```

***

Model iii:
Here is the ion C4H13N2 with charge +1 from the Open Molecules 2025 dataset. Energies are from the ωB97M-V functional and the def2-TZVPD basis.

Gap between HOMO and LUMO   10.26 eV
E_HOMO   -0.50253 hartree

ORCA input file:
```
! RIJCOSX wB97M-V def2-TZVPD def2/J DEFGRID3
* xyz 1 1
N 0.61434 0.01207 1.68595
C 0.13971 1.17291 0.94135
C -1.07946 0.92406 0.05330
C -1.25072 -0.43579 -0.61911
C -0.04691 -1.34788 -0.79060
N 1.21489 -0.57689 -1.08847
H 0.18263 -0.07244 2.59043
H 1.61350 -0.02477 1.87991
H -0.11143 2.02201 1.58362
H 1.01222 1.68781 0.47641
H -1.00980 1.67296 -0.73104
H -1.95991 1.22855 0.63562
H -1.96189 -1.01499 -0.03488
H -1.72682 -0.25236 -1.57764
H 0.16055 -1.94383 0.08254
H -0.23314 -1.96897 -1.65794
H 2.04078 -1.16281 -1.10883
H 1.29543 0.13124 -0.35670
H 1.10603 -0.05088 -1.96390
*
```

***

We find model i to be the most stable, with the next structure 32.6 kJ/mol higher.